Entry from the OMol25 dataset: a structure of composition C16H36AsBr3F6N5O5Y in a non-equilibrium geometry (ωB97M-V/def2-TZVPD).

Summary:
molecular weight	896.0	Da
2S+1	1
net charge	+2
DFT total energy	-323172.3048	eV
orbital gap	0.2330	hartree

Last column: Löwdin charge in e.
Cartesian coordinates (Å):
Y1 20.224 -5.652 28.875  1.91
As1 22.254 -7.743 25.801  0.97
F1 23.463 -8.426 24.492  -0.31
F2 22.878 -6.144 25.426  -0.26
F3 21.186 -6.944 27.058  -0.33
F4 21.555 -9.366 26.159  -0.25
F5 23.420 -7.984 27.063  -0.22
F6 21.005 -7.520 24.594  -0.23
C1 21.686 -1.747 27.147  0.04
C2 21.598 -3.199 26.774  -0.53
O1 21.295 -4.059 27.543  -0.11
N1 21.780 -3.710 25.569  0.07
C3 22.154 -2.879 24.452  -0.04
H1 21.103 -1.138 26.456  0.10
H2 22.716 -1.392 27.148  0.11
H3 21.227 -1.575 28.121  0.09
H4 21.840 -4.710 25.435  0.10
H5 22.646 -3.517 23.718  0.08
H6 22.808 -2.030 24.651  0.10
H7 21.281 -2.533 23.898  0.09
C4 20.269 -10.072 30.063  0.06
C5 21.260 -8.952 29.707  -0.53
O2 20.892 -7.842 29.434  -0.11
N2 22.542 -9.143 29.693  0.04
C6 23.302 -10.367 29.624  -0.03
H8 20.378 -10.127 31.147  0.10
H9 20.656 -11.034 29.731  0.09
H10 19.211 -9.958 29.826  0.08
H11 23.047 -8.351 29.321  0.11
H12 22.899 -11.237 30.143  0.10
H13 24.256 -10.247 30.138  0.09
H14 23.507 -10.667 28.596  0.10
C7 16.122 -7.889 29.148  0.03
C8 17.482 -7.900 28.515  -0.47
O3 18.446 -7.169 28.836  -0.12
N3 17.529 -8.624 27.392  0.05
C9 18.745 -8.937 26.706  -0.06
H15 15.467 -7.375 28.445  0.10
H16 16.088 -7.290 30.058  0.09
H17 15.825 -8.904 29.413  0.10
H18 16.861 -9.352 27.181  0.16
H19 19.208 -9.751 27.263  0.09
H20 19.454 -8.162 26.415  0.04
H21 18.394 -9.347 25.759  0.11
C10 17.838 -5.838 24.827  0.06
C11 18.034 -5.051 26.100  -0.50
O4 19.011 -5.345 26.818  -0.11
N4 17.297 -3.988 26.339  0.05
C12 16.122 -3.602 25.569  -0.05
H22 17.395 -5.117 24.139  0.09
H23 17.094 -6.482 25.294  0.10
H24 18.728 -6.396 24.534  0.09
H25 17.620 -3.327 27.030  0.15
H26 16.366 -3.195 24.588  0.10
H27 15.479 -2.939 26.148  0.10
H28 15.380 -4.383 25.403  0.10
C13 24.717 -5.461 28.680  0.05
C14 23.677 -5.954 29.762  -0.45
O5 22.485 -5.877 29.428  -0.11
N5 24.319 -6.434 30.816  0.06
C15 23.878 -7.281 31.921  -0.02
H29 24.582 -4.422 28.379  0.09
H30 24.702 -6.014 27.741  0.08
H31 25.679 -5.575 29.180  0.08
H32 25.249 -6.046 30.880  0.15
H33 23.032 -7.861 31.552  0.06
H34 23.570 -6.701 32.791  0.10
H35 24.506 -8.094 32.286  0.10
C16 24.448 -6.345 22.330  -1.55
Br1 23.631 -5.474 20.715  0.52
Br2 25.607 -5.314 23.484  0.58
Br3 25.260 -8.058 21.742  0.56
H36 23.592 -6.674 22.917  -0.08